Entry 1:
{"formula": "C48H54AsCsF6N6O18S3", "method": "ωB97M-V/def2-TZVPD", "orbital_gap_ev": 7.7, "multiplicity": 1, "charge": 0, "species": ["Cs", "As", "F", "F", "F", "F", "F", "F", "C", "C", "C", "C", "C", "C", "N", "O", "O", "H", "H", "H", "H", "H", "C", "C", "C", "C", "C", "C", "N", "O", "O", "H", "H", "H", "H", "H", "C", "C", "C", "C", "C", "C", "N", "O", "O", "H", "H", "H", "H", "H", "C", "C", "C", "C", "C", "C", "N", "O", "O", "H", "H", "H", "H", "H", "C", "C", "C", "C", "C", "C", "N", "O", "O", "H", "H", "H", "H", "H", "C", "C", "C", "C", "C", "C", "N", "O", "O", "H", "H", "H", "H", "H", "C", "C", "C", "S", "O", "O", "C", "H", "H", "H", "H", "H", "H", "H", "H", "C", "C", "C", "S", "O", "O", "C", "H", "H", "H", "H", "H", "H", "H", "H", "C", "C", "C", "S", "O", "O", "C", "H", "H", "H", "H", "H", "H", "H", "H"], "positions_angstrom": [[-4.18, -2.91, -1.51], [-0.96, -0.68, -0.14], [0.69, -0.69, -0.89], [-0.37, -1.55, 1.35], [-2.66, -0.79, 0.50], [-1.63, 0.20, -1.54], [-1.33, -2.19, -1.07], [-0.69, 0.95, 0.63], [-1.30, 3.79, -0.60], [-2.36, 4.31, 0.15], [-2.99, 5.50, -0.22], [-2.43, 6.25, -1.26], [-1.33, 5.78, -2.02], [-0.82, 4.57, -1.64], [-3.05, 7.55, -1.55], [-2.74, 8.12, -2.60], [-3.92, 8.01, -0.76], [-0.79, 2.86, -0.39], [-2.67, 3.68, 0.98], [-3.86, 5.84, 0.33], [-0.94, 6.27, -2.90], [-0.06, 4.12, -2.26], [-0.48, -3.95, -5.11], [-0.32, -2.63, -4.62], [0.81, -1.95, -5.06], [1.76, -2.57, -5.93], [1.64, -3.88, -6.33], [0.45, -4.48, -5.97], [2.99, -1.84, -6.31], [3.63, -2.27, -7.26], [3.31, -0.77, -5.71], [-1.35, -4.49, -4.79], [-0.93, -2.16, -3.86], [0.98, -0.97, -4.63], [2.36, -4.35, -6.98], [0.24, -5.50, -6.28], [0.05, 2.99, 3.28], [-0.83, 3.79, 3.98], [-0.56, 4.13, 5.27], [0.55, 3.53, 5.94], [1.39, 2.63, 5.29], [1.16, 2.40, 3.93], [0.91, 3.94, 7.33], [1.90, 3.37, 7.89], [0.37, 4.94, 7.88], [-0.24, 2.71, 2.28], [-1.73, 4.17, 3.51], [-1.26, 4.77, 5.78], [2.22, 2.18, 5.80], [1.75, 1.80, 3.26], [3.38, 3.00, 0.59], [2.36, 2.24, 0.04], [1.97, 2.45, -1.27], [2.70, 3.30, -2.11], [3.65, 4.16, -1.50], [4.04, 3.97, -0.18], [2.47, 3.33, -3.61], [3.01, 4.31, -4.19], [1.66, 2.58, -4.05], [3.75, 2.83, 1.59], [1.82, 1.54, 0.66], [1.14, 1.90, -1.68], [4.24, 4.93, -1.97], [4.78, 4.57, 0.32], [0.69, -4.18, 2.66], [1.39, -5.39, 2.67], [1.73, -6.03, 3.83], [1.24, -5.49, 5.06], [0.59, -4.31, 5.08], [0.31, -3.62, 3.82], [1.70, -6.15, 6.32], [2.31, -7.24, 6.12], [1.76, -5.57, 7.39], [0.64, -3.63, 1.73], [1.79, -5.85, 1.78], [2.40, -6.86, 3.74], [0.33, -3.85, 6.02], [-0.15, -2.64, 3.87], [-4.26, 2.00, 3.73], [-4.16, 2.02, 5.11], [-3.06, 1.38, 5.73], [-2.10, 0.66, 5.01], [-2.29, 0.50, 3.62], [-3.34, 1.22, 2.98], [-0.92, 0.08, 5.63], [-1.11, -0.16, 6.84], [0.01, -0.32, 4.97], [-5.09, 2.45, 3.21], [-4.75, 2.68, 5.72], [-2.97, 1.47, 6.80], [-1.61, -0.10, 3.03], [-3.40, 1.20, 1.90], [-6.94, 2.91, -2.55], [-5.53, 2.37, -2.98], [-4.64, 2.63, -1.78], [-5.66, 2.58, -0.22], [-5.82, 3.82, 0.47], [-5.34, 1.36, 0.54], [-7.24, 2.23, -1.20], [-7.72, 2.54, -3.22], [-7.14, 3.98, -2.52], [-5.11, 2.91, -3.83], [-5.58, 1.32, -3.25], [-4.15, 3.60, -1.70], [-3.89, 1.84, -1.73], [-8.10, 2.56, -0.62], [-7.18, 1.14, -1.28], [5.17, 0.16, -2.07], [6.48, -0.67, -2.12], [6.33, -1.86, -1.23], [4.60, -2.56, -1.60], [3.98, -3.03, -0.31], [4.68, -3.48, -2.71], [3.96, -0.86, -2.21], [5.33, 0.87, -2.89], [5.07, 0.76, -1.16], [7.35, -0.09, -1.81], [6.66, -0.97, -3.15], [6.30, -1.50, -0.20], [7.03, -2.69, -1.29], [2.95, -0.62, -1.86], [3.81, -1.15, -3.25], [0.83, -4.29, -1.65], [-0.08, -5.28, -0.93], [-0.32, -6.52, -1.79], [1.29, -6.83, -2.58], [1.17, -7.22, -3.98], [2.12, -7.60, -1.69], [1.90, -5.00, -2.46], [1.27, -3.65, -0.89], [0.30, -3.59, -2.30], [-0.93, -4.69, -0.58], [0.37, -5.73, -0.05], [-0.96, -6.35, -2.66], [-0.65, -7.42, -1.27], [2.10, -4.76, -3.51], [2.94, -5.06, -2.13]], "mulliken_charge": [1.0471, 2.0475, -0.3856, -0.4458, -0.6065, -0.5379, -0.7439, -0.1365, 0.0298, -0.3946, -0.4738, -0.2872, -0.7474, -0.4979, 0.9587, -0.5860, -0.5752, 0.2445, 0.7522, 0.5048, 0.5405, 0.4506, -0.2933, -0.4201, -0.2714, -0.1014, -0.5555, -0.5500, 0.9618, -0.5725, -0.5784, 0.3806, 0.5606, 0.6023, 0.5306, 0.2740, -0.2496, -0.3007, -0.4571, -0.1491, -0.3924, -0.5997, 0.8926, -0.5606, -0.5651, 0.3313, 0.5013, 0.4475, 0.4887, 0.5565, -0.6541, -0.3897, 0.4682, -0.7758, -0.6616, -0.6724, 1.0769, -0.6188, -0.5412, 0.4672, 0.3174, 0.9987, 0.4715, 0.4631, -0.4836, -0.3722, -0.5069, 0.0322, -0.6850, -0.0189, 0.8748, -0.5661, -0.5340, 0.2996, 0.4655, 0.4240, 0.4666, 0.5591, -0.6585, -0.5505, -0.6776, -0.0880, -0.1750, 0.0384, 1.2461, -0.6533, -0.5554, 0.3975, 0.3747, 0.4546, 0.3145, 0.4720, -0.7084, -0.6321, 0.4757, 1.1515, -0.6033, -0.6284, -0.9001, 0.4030, 0.3165, 0.3727, 0.2757, -0.0623, -0.2509, 0.4757, 0.3057, -0.3244, -0.8255, -0.8721, 1.1321, -0.6486, -0.6374, 0.5950, 0.2901, 0.1788, 0.4144, 0.3272, 0.3271, 0.4603, -0.1212, -0.2582, 1.0847, -0.0932, -1.0659, 1.1156, -0.6448, -0.6537, -0.5120, -0.0443, -0.7053, 0.2090, -0.1382, 0.3746, 0.5399, 0.0384, 0.5545]}

Entry 2:
{"formula": "C8H9ClN2", "method": "ωB97M-V/def2-TZVPD", "orbital_gap_ev": 8.7, "multiplicity": 1, "charge": 0, "smiles": "C/C(C#N)=C/C=C(C)\\N=C\\Cl", "e_above_lowest_ev": 0.797, "species": ["C", "C", "C", "N", "C", "C", "C", "C", "N", "C", "Cl", "H", "H", "H", "H", "H", "H", "H", "H", "H"], "positions_angstrom": [[1.74, 2.37, -0.95], [1.18, 1.20, -0.32], [0.38, 1.57, 0.80], [-0.02, 1.85, 1.83], [1.43, -0.03, -0.78], [0.75, -1.28, -0.42], [-0.55, -1.30, 0.02], [-1.04, -2.61, 0.67], [-1.36, -0.26, -0.16], [-2.23, 0.21, 0.57], [-3.21, 1.48, -0.13], [1.94, 3.06, -0.18], [1.09, 2.61, -1.84], [2.77, 2.09, -1.39], [1.99, -0.13, -1.68], [1.42, -2.12, -0.21], [-0.51, -3.53, 0.44], [-2.03, -2.82, 0.33], [-1.09, -2.46, 1.77], [-2.63, 0.11, 1.63]], "mulliken_charge": [-1.3370, 0.8589, 0.1302, -0.5231, -0.4394, -0.6174, 0.7565, -1.4024, -0.4251, 0.0301, -0.1602, 0.4582, 0.2514, 0.3304, 0.3646, 0.3148, 0.4104, 0.3963, 0.2946, 0.3080]}

Entry 3:
{"formula": "C16H26ErNS", "method": "ωB97M-V/def2-TZVPD", "orbital_gap_ev": [7.7, 7.8], "multiplicity": 4, "charge": 2, "species": ["C", "H", "H", "H", "C", "H", "H", "C", "H", "H", "H", "C", "C", "C", "C", "C", "C", "C", "C", "C", "C", "Er", "H", "H", "H", "H", "H", "H", "H", "H", "H", "H", "H", "H", "H", "H", "H", "S", "C", "C", "N", "C", "H", "H", "H"], "positions_angstrom": [[1.42, 2.05, 0.37], [1.63, 2.50, 1.35], [2.17, 2.17, -0.44], [1.67, 0.94, 0.64], [0.10, 2.89, -0.15], [-0.57, 2.27, -0.81], [-0.49, 3.20, 0.74], [0.31, 4.23, -0.94], [-0.68, 4.65, -1.15], [0.82, 5.03, -0.39], [0.78, 4.13, -1.91], [-0.57, -2.05, -0.45], [-0.97, -1.03, -1.37], [0.21, -0.41, -1.87], [1.34, -1.04, -1.28], [0.86, -2.06, -0.40], [1.70, -3.02, 0.39], [2.78, -0.74, -1.58], [0.28, 0.68, -2.91], [-2.39, -0.62, -1.67], [-1.46, -2.99, 0.30], [-0.16, 0.08, 0.51], [3.44, -1.00, -0.74], [3.13, -1.30, -2.45], [2.93, 0.33, -1.81], [2.68, -2.61, 0.61], [1.22, -3.27, 1.35], [1.86, -3.98, -0.12], [-2.41, -2.50, 0.57], [-1.72, -3.88, -0.30], [-0.99, -3.35, 1.21], [-2.44, 0.37, -2.15], [-2.82, -1.34, -2.37], [-3.04, -0.61, -0.78], [1.07, 1.41, -2.73], [0.48, 0.22, -3.89], [-0.68, 1.21, -3.01], [-2.92, -0.38, 4.23], [-1.32, 0.05, 4.86], [-0.45, 0.16, 3.84], [-1.00, -0.06, 2.56], [-2.35, -0.35, 2.63], [-1.11, 0.18, 5.90], [0.60, 0.40, 3.87], [-2.93, -0.56, 1.75]], "mulliken_charge": [-0.5490, 0.4598, 0.3943, 0.1389, -0.0673, 0.1374, 0.4674, -1.4521, 0.4010, 0.3856, 0.3509, 0.6009, 0.2801, 0.8572, 0.0007, 0.4054, -1.5912, -1.2515, -1.1825, -1.2617, -1.0228, 0.3786, 0.3619, 0.3656, 0.2930, 0.3603, 0.3231, 0.3509, 0.2438, 0.3432, 0.3172, 0.3166, 0.4270, 0.2711, 0.3190, 0.3778, 0.2800, 0.0278, -0.3400, -0.4585, -0.1398, -0.0657, 0.4429, 0.4305, 0.2723]}

Entry 4:
{"formula": "C42H38ClGaN5O5S", "method": "ωB97M-V/def2-TZVPD", "orbital_gap_ev": 7.8, "multiplicity": 1, "charge": 1, "species": ["Ga", "C", "O", "C", "N", "C", "C", "C", "C", "C", "C", "C", "C", "C", "C", "C", "C", "N", "C", "N", "C", "C", "O", "C", "C", "C", "C", "C", "C", "H", "H", "H", "H", "H", "H", "H", "H", "H", "H", "H", "H", "H", "H", "H", "H", "H", "H", "H", "C", "C", "N", "C", "C", "C", "S", "N", "C", "O", "C", "C", "C", "C", "C", "C", "H", "H", "H", "H", "H", "H", "H", "H", "H", "H", "H", "H", "H", "H", "H", "Cl", "C", "C", "C", "C", "C", "C", "C", "O", "O", "H", "H", "H", "H"], "positions_angstrom": [[0.29, 0.46, 1.30], [-2.25, 2.64, 4.00], [-2.22, 1.17, 4.31], [-1.69, 0.57, 3.31], [-1.26, 1.33, 2.31], [-1.35, 2.74, 2.74], [-2.02, 3.66, 1.74], [-1.63, 4.99, 1.75], [-2.37, 5.88, 0.96], [-3.44, 5.43, 0.16], [-3.75, 4.05, 0.10], [-3.09, 3.22, 0.98], [-1.64, -0.92, 3.22], [-2.17, -1.80, 4.15], [-2.12, -3.17, 3.85], [-1.59, -3.53, 2.62], [-1.16, -2.53, 1.69], [-1.06, -1.30, 2.05], [-0.85, -2.95, 0.34], [-1.07, -2.24, -0.64], [-0.65, -3.01, -1.82], [-0.58, -4.41, -1.31], [-0.45, -4.21, 0.13], [-1.61, -2.84, -3.02], [-2.33, -1.64, -3.22], [-3.08, -1.47, -4.38], [-3.14, -2.49, -5.34], [-2.52, -3.69, -5.08], [-1.74, -3.83, -3.93], [-1.83, 3.06, 4.89], [-3.30, 2.93, 3.77], [-0.34, 3.11, 2.94], [-0.81, 5.25, 2.39], [-2.13, 6.94, 1.00], [-4.02, 6.15, -0.45], [-4.47, 3.64, -0.54], [-3.36, 2.19, 1.20], [-2.70, -1.36, 5.02], [-2.41, -4.00, 4.50], [-1.71, -4.57, 2.29], [0.38, -2.69, -2.06], [0.22, -5.06, -1.63], [-1.54, -4.88, -1.41], [-2.34, -0.91, -2.39], [-3.68, -0.57, -4.49], [-3.70, -2.38, -6.21], [-2.64, -4.52, -5.77], [-1.27, -4.80, -3.72], [4.84, -2.63, 0.15], [3.58, -3.06, -0.57], [2.92, -1.96, -1.35], [3.46, -1.59, -2.70], [2.76, -2.32, -3.86], [1.98, -1.16, -0.85], [1.94, -1.22, 0.92], [1.34, -0.42, -1.74], [0.36, 0.44, -1.57], [-0.16, 0.86, -0.49], [-0.20, 1.06, -2.79], [0.38, 0.70, -4.03], [-0.27, 1.04, -5.19], [-1.47, 1.74, -5.12], [-2.08, 2.09, -3.88], [-1.47, 1.64, -2.67], [5.26, -3.45, 0.70], [4.64, -1.79, 0.84], [5.52, -2.18, -0.58], [2.78, -3.45, 0.12], [3.79, -3.87, -1.31], [4.49, -1.93, -2.67], [3.41, -0.52, -2.74], [2.92, -3.35, -3.75], [3.16, -1.90, -4.82], [1.67, -2.13, -3.91], [1.28, 0.10, -4.00], [0.07, 0.77, -6.19], [-2.00, 2.09, -6.01], [-3.02, 2.68, -3.88], [-1.87, 1.80, -1.69], [5.36, 4.00, 6.87], [4.29, 3.25, 5.74], [3.76, 4.05, 4.71], [2.88, 3.42, 3.82], [2.58, 2.08, 3.93], [3.19, 1.31, 4.94], [4.07, 1.89, 5.84], [1.66, 1.43, 2.97], [1.40, 1.98, 1.84], [1.09, 0.29, 3.24], [4.00, 5.07, 4.71], [2.43, 3.99, 3.03], [2.97, 0.24, 5.03], [4.54, 1.31, 6.62]], "mulliken_charge": [1.7510, -0.5230, -0.4822, 0.0838, 0.5919, 0.3915, 0.3207, -0.5713, -0.6688, -0.5531, -0.7235, -0.3509, 0.1828, -0.4996, -0.7461, -0.9246, 0.6635, 0.0868, 0.0238, -0.2260, 2.3924, -1.0627, -0.5103, -0.1611, -0.3421, -0.6355, -0.7135, -0.8444, -0.2086, 0.3085, 0.3760, 0.2012, 0.5034, 0.4074, 0.3705, 0.5642, 0.3354, 0.5243, 0.4536, 0.4399, -0.8253, 0.3286, 0.5402, 0.4381, 0.4496, 0.5130, 0.4090, 0.3475, -1.0647, -0.8167, 0.3847, -0.6702, -1.0419, 0.2662, -0.6770, 0.0665, 0.0049, -0.3341, 0.4475, -0.0279, -0.9011, -0.3897, -0.7768, -0.8807, 0.4074, 0.2591, 0.3569, 0.3662, 0.4485, 0.4744, 0.5293, 0.4075, 0.3561, 0.0979, 0.4905, 0.4137, 0.4122, 0.3847, 0.5571, -0.1919, 0.5441, -1.1887, -0.0266, 0.0168, -0.1305, -0.9290, 0.3780, -0.6017, -0.7335, 0.4810, 0.5691, 0.4139, 0.4226]}

Entry 5:
{"formula": "C12H18F12KNO12S4", "method": "ωB97M-V/def2-TZVPD", "orbital_gap_ev": [8.1, 3.3], "multiplicity": 2, "charge": -1, "species": ["K", "C", "C", "C", "N", "C", "C", "C", "C", "C", "H", "H", "H", "H", "H", "H", "H", "H", "H", "H", "H", "H", "H", "H", "H", "H", "H", "H", "C", "F", "F", "F", "S", "O", "O", "O", "C", "F", "F", "F", "S", "O", "O", "O", "C", "F", "F", "F", "S", "O", "O", "O", "C", "F", "F", "F", "S", "O", "O", "O"], "positions_angstrom": [[1.11, -1.37, -0.89], [-0.12, 4.00, 3.80], [-0.97, 2.78, 3.40], [-0.58, 2.25, 1.99], [-1.88, 1.68, 1.28], [-2.49, 0.56, 2.02], [-1.33, 1.31, -0.13], [-2.50, 1.06, -1.01], [-3.44, 2.26, -0.60], [-2.91, 2.70, 0.79], [-0.42, 4.14, 4.83], [-0.30, 4.91, 3.22], [0.95, 3.78, 3.69], [-2.00, 3.11, 3.44], [-0.93, 1.99, 4.16], [0.13, 1.44, 2.08], [0.00, 2.98, 1.42], [-3.12, 0.01, 1.32], [-3.22, 1.02, 2.67], [-1.75, -0.01, 2.58], [-0.70, 0.43, 0.04], [-0.80, 2.21, -0.43], [-2.93, 0.06, -0.99], [-2.17, 1.14, -2.05], [-4.46, 1.86, -0.52], [-3.40, 3.09, -1.30], [-3.69, 2.83, 1.53], [-2.46, 3.69, 0.69], [5.51, -2.29, -3.95], [5.35, -3.41, -4.62], [6.83, -2.08, -3.85], [5.06, -1.27, -4.64], [4.71, -2.31, -2.17], [3.26, -2.53, -2.43], [5.31, -3.40, -1.33], [5.03, -1.01, -1.59], [0.25, -2.42, -4.90], [1.28, -1.74, -5.29], [-0.23, -3.07, -5.91], [0.55, -3.29, -3.90], [-1.03, -1.06, -4.25], [-2.26, -1.75, -3.84], [-0.35, -0.46, -3.05], [-1.28, -0.09, -5.26], [-3.20, -3.41, 0.39], [-3.52, -2.43, -0.43], [-3.94, -3.28, 1.45], [-3.40, -4.66, -0.18], [-1.35, -3.19, 0.73], [-0.68, -3.44, -0.56], [-1.12, -1.83, 1.13], [-0.99, -4.16, 1.75], [3.21, 0.45, 3.41], [2.29, -0.44, 3.75], [2.88, 1.72, 3.79], [4.43, 0.18, 3.87], [3.43, 0.22, 1.49], [3.82, -1.18, 1.35], [2.08, 0.45, 0.92], [4.46, 1.25, 1.10]], "mulliken_charge": [1.2079, -1.4055, -0.2702, -0.6489, 0.5088, -0.9854, -0.1673, -0.2902, -0.6228, -0.6864, 0.4180, 0.3568, 0.2987, 0.2792, 0.4257, 0.2168, 0.4903, 0.3854, 0.2953, 0.3156, -0.3440, 0.5291, 0.1225, 0.2824, 0.2891, 0.3315, 0.4302, 0.3338, 0.5664, -0.1867, -0.2180, -0.1978, 1.1664, -0.3930, -0.3786, -0.3938, 0.5642, -0.2036, -0.2242, -0.1959, 1.1047, -0.6943, -0.7211, -0.6525, 0.5383, -0.1966, -0.2310, -0.2325, 1.1474, -0.7684, -0.6582, -0.6734, 0.4675, -0.2011, -0.2223, -0.2125, 1.1394, -0.6956, -0.5693, -0.6704]}

Question: Which of these has the highest multiplicity?
Answer: C16H26ErNS

Question: What is the multiplicity in the third record?
Answer: 4

Question: Number 5 is which compound?
Answer: C12H18F12KNO12S4